(1)
C15H20Cl3MgN3O5SSi | wB97M-V/def2-TZVPD

Last column: Löwdin charge in e.
Element x y z (Å)
1 Mg -0.2495 0.5017 -0.0508  0.2293
2 O 3.1746 0.4816 1.7832  -0.0169
3 C 1.9633 0.6874 1.9555  -0.5994
4 O 1.0553 0.2580 1.1928  -0.1260
5 C 1.5372 1.4855 3.1665  -0.1364
6 C 2.4740 1.6305 4.1814  -0.0611
7 C 2.2121 2.3331 5.3429  -0.1354
8 C 0.9601 2.9185 5.4962  -0.1413
9 C 0.0242 2.8073 4.4965  -0.1648
10 C 0.2691 2.0878 3.3107  -0.6171
11 S -1.0053 2.0836 2.1492  0.6247
12 H 3.4434 1.1775 4.0175  0.1003
13 H 2.9630 2.4210 6.1224  0.0760
14 H 0.7302 3.4793 6.3984  0.0820
15 H -0.9485 3.2694 4.6034  0.0726
16 C -2.2733 -3.2015 0.7983  -0.0153
17 C -1.4966 -2.0240 0.2709  -0.3442
18 N -1.3551 -0.9400 0.9253  -0.0888
19 O -1.8959 -0.8199 2.1829  -0.0809
20 C -0.9127 -2.0614 -1.0420  -0.3297
21 C -1.3266 -3.1040 -2.0510  -0.0402
22 N -0.0742 -1.1135 -1.3351  -0.1378
23 O 0.4671 -1.0553 -2.5049  -0.2078
24 H -2.3329 -3.1224 1.8826  0.0701
25 H -1.7948 -4.1388 0.5210  0.0692
26 H -3.2837 -3.1812 0.3879  0.0770
27 H -1.6536 0.1288 2.3916  -0.0328
28 H -1.0496 -4.1196 -1.7578  0.0629
29 H -0.8206 -2.8493 -2.9846  0.0607
30 H -2.4067 -3.0695 -2.2015  0.0701
31 C 3.1004 0.0546 -1.4142  -0.0336
32 N 2.5491 0.8593 -2.4846  -0.1416
33 C 2.8599 0.3507 -3.8017  -0.0687
34 C 1.3915 1.5160 -2.2661  -0.4891
35 C 0.7431 2.1697 -3.4673  -0.0178
36 O 0.9228 1.6990 -1.1504  -0.0260
37 H 4.1778 -0.0282 -1.5574  0.0838
38 H 2.6480 -0.9384 -1.4288  0.0936
39 H 2.8965 0.5092 -0.4494  0.0615
40 H 3.8676 -0.0602 -3.7747  0.0787
41 H 2.8294 1.1376 -4.5530  0.0711
42 H 2.1514 -0.4375 -4.0656  0.0869
43 H 1.4715 2.6739 -4.0969  0.0689
44 H -0.0030 2.8782 -3.1195  0.0814
45 H 0.2320 1.4022 -4.0405  0.0388
46 Cl -3.8693 -0.2831 -0.9698  0.1165
47 Si -2.3825 1.1630 -1.4692  -0.3625
48 Cl -3.8078 2.8021 -1.8660  -0.0462
49 Cl -2.2838 0.5891 -3.5382  0.0854

Net charge: -2
Total energy: -92319.92267 eV
LUMO level: 4.873 eV



(2)
C15H20F2N2O3 | wB97M-V/def2-TZVPD

Last column: Löwdin charge in e.
Element x y z (Å)
1 C 1.2669 -3.2330 2.9740  -0.0977
2 C -0.0095 -2.7825 2.2746  -0.2122
3 H -0.8333 -3.4390 2.5588  0.1112
4 C 0.1323 -2.8083 0.7485  -0.3416
5 N 1.1788 -1.8984 0.3368  0.0930
6 C 2.2502 -2.2643 -0.3826  -0.4786
7 O 2.5559 -3.4063 -0.6499  0.0638
8 C 3.1202 -1.0671 -0.8122  -0.0907
9 H 3.8549 -1.4091 -1.5422  0.1327
10 H 3.6356 -0.6700 0.0714  0.1298
11 O 2.4030 -0.0403 -1.4722  -0.1027
12 N 1.5455 0.6281 -0.6197  0.0323
13 C 0.8300 1.5364 -1.1508  -0.0437
14 C -0.1243 2.2732 -0.3477  -0.1262
15 C -0.2668 2.0303 1.0194  -0.0228
16 C -1.1890 2.7263 1.7740  -0.0752
17 C -1.9872 3.6834 1.1711  -0.0605
18 C -1.8653 3.9489 -0.1837  -0.0046
19 C -0.9412 3.2501 -0.9399  -0.1599
20 O -0.7487 3.4483 -2.3116  0.0690
21 C -1.4560 4.3607 -2.9826  -0.4603
22 F -1.2948 5.6212 -2.5077  0.0916
23 F -2.7939 4.1375 -2.9455  0.0910
24 H -1.1352 4.3469 -4.0361  0.1772
25 H -2.4974 4.7011 -0.6269  0.1140
26 H -2.7112 4.2340 1.7513  0.1089
27 H -1.2861 2.5266 2.8300  0.1052
28 H 0.3715 1.2894 1.4738  0.1074
29 H 0.8990 1.7785 -2.2080  0.1394
30 H 0.9968 -0.9050 0.4362  0.1059
31 C -1.1852 -2.4325 0.0595  -0.2065
32 C -1.0771 -2.4909 -1.4595  -0.0908
33 H -2.0340 -2.2527 -1.9177  0.0696
34 H -0.7759 -3.4852 -1.7802  0.0792
35 H -0.3383 -1.7801 -1.8227  0.0626
36 H -1.4731 -1.4234 0.3687  0.1093
37 H -1.9625 -3.1203 0.3962  0.1118
38 H 0.4517 -3.8046 0.4247  0.1491
39 H -0.2662 -1.7680 2.5906  0.1082
40 H 1.1355 -3.2188 4.0534  0.0678
41 H 1.5285 -4.2431 2.6692  0.0772
42 H 2.0957 -2.5778 2.7173  0.0665

Structure (SMILES): CCC(CC)NC(=O)CO/N=C/c1ccccc1OC(F)F
Relative energy (zero: lowest compared OMol25 entry of this formula, charge and spin): 0.000 eV
Net charge: 0
Total energy: -30436.32059 eV
LUMO level: -0.029 eV



(3)
C15H20FN4O4 | wB97M-V/def2-TZVPD

Last column: Löwdin charge in e.
Element x y z (Å)
1 O 2.3139 0.1230 3.1008  0.0500
2 O -2.6627 -0.0187 4.6032  0.0733
3 F 1.3553 -2.5196 -8.3871  0.0711
4 O 1.7920 0.7563 -3.9408  0.0306
5 O 0.6066 -1.7960 -3.7267  0.0333
6 C 1.1410 0.0344 3.4167  -0.5502
7 C -1.7892 0.8100 4.3883  -0.4843
8 C -0.0873 -0.5352 0.0215  0.0296
9 C -1.1932 0.1021 0.5254  -0.1896
10 C -0.9309 0.7411 -1.5822  -0.0267
11 C 2.0586 -0.4625 -7.4047  -0.0005
12 C 2.1692 0.3628 -6.2777  -0.0015
13 C 0.9837 -2.1545 -6.0628  0.0611
14 C 1.4648 -1.7217 -7.3007  -0.2590
15 C 1.6781 -0.0663 -5.0363  -0.2517
16 C 1.0837 -1.3374 -4.9301  -0.2375
17 N 0.0580 -0.1288 -1.2980  0.1348
18 N -1.2705 1.5730 5.3584  0.0219
19 N 0.2818 0.9391 2.9376  0.0954
20 N -1.7014 0.9035 -0.4842  0.1625
21 C 0.6914 -1.1108 4.3061  0.0312
22 C -1.7147 1.5371 6.7532  -0.0406
23 C -1.7583 -0.0400 1.9293  -0.0569
24 C -1.1925 0.9554 2.9724  -0.1935
25 H 2.4044 1.4855 -4.1490  0.1213
26 H 0.3502 -2.7300 -3.8272  0.1246
27 H 0.5502 -1.2325 0.5568  0.1510
28 H -1.0834 1.2094 -2.5525  0.1652
29 H 2.4332 -0.1324 -8.3698  0.1242
30 H 2.6356 1.3379 -6.3820  0.1223
31 H 0.5318 -3.1384 -6.0092  0.1317
32 H 0.7547 -0.4599 -1.9750  0.1429
33 H -0.5204 2.2025 5.1199  0.1394
34 H 0.7382 1.6660 2.4061  0.1523
35 H -2.5351 1.4765 -0.4180  0.1867
36 H -0.1475 -1.6448 3.8690  0.0755
37 H 0.4175 -0.7283 5.2873  0.0858
38 H 1.5235 -1.8045 4.4271  0.0949
39 H -2.7954 1.6892 6.8036  0.0925
40 H -1.4845 0.5646 7.1939  0.0899
41 H -1.2198 2.3175 7.3345  0.0912
42 H -1.5875 -1.0620 2.2686  0.1218
43 H -2.8418 0.0871 1.8828  0.1309
44 H -1.5011 1.9503 2.6516  0.1533

Net charge: +1
Total energy: -32742.34620 eV
LUMO level: -2.761 eV



(4)
C15H20LaNO4S4 | wB97M-V/def2-TZVPD

Last column: Löwdin charge in e.
Element x y z (Å)
1 La -0.3552 0.5132 -0.3954  1.7986
2 C 1.2826 -1.9659 2.4929  -0.5077
3 C 0.5325 -0.9644 3.3412  -0.5008
4 S 0.4740 0.7380 2.6490  0.8140
5 C 2.2264 1.2112 2.4534  -0.4831
6 C 2.6464 2.0252 1.2470  -0.5429
7 S 2.6437 1.3877 -0.4224  0.8346
8 C 3.6770 -0.1221 -0.4431  -0.4334
9 C 3.2777 -0.8251 -1.8007  -0.4990
10 S 1.5151 -1.1073 -2.0988  0.7974
11 C 1.0581 -2.8729 -1.6233  -0.4069
12 C 1.3350 -3.1894 -0.1196  -0.4793
13 S 0.3546 -2.1750 0.9677  0.8485
14 H 1.2344 -2.9612 3.0967  0.1479
15 H 2.2556 -1.6732 2.2183  0.0386
16 H 0.9656 -0.8493 4.3331  0.0975
17 H -0.5396 -1.3026 3.3075  0.0973
18 H 2.8084 0.3065 2.4038  0.0610
19 H 2.5869 1.8638 3.2828  0.1169
20 H 3.6042 2.3684 1.5217  0.0803
21 H 2.0715 2.9371 1.1861  0.0808
22 H 3.4839 -0.7538 0.3874  0.0478
23 H 4.7344 0.1106 -0.5096  0.0974
24 H 3.7554 -1.8281 -1.7553  0.1049
25 H 3.7145 -0.2344 -2.5742  0.0718
26 H 1.6403 -3.5433 -2.1986  0.0758
27 H -0.0347 -2.9358 -1.9017  0.0902
28 H 2.3946 -3.1737 -0.0089  0.0788
29 H 1.0100 -4.2089 0.0410  0.0909
30 O -2.8837 4.3746 0.0766  0.2082
31 C -2.3312 3.2213 -0.1793  -0.4145
32 O -1.1345 2.8888 0.0216  -0.1041
33 C -3.2189 2.2480 -0.8528  -0.1870
34 C -4.5515 2.5579 -1.1880  0.0875
35 C -5.2877 1.5382 -1.8288  0.0146
36 C -4.7908 0.2843 -1.9490  0.0478
37 C -3.4447 0.0399 -1.6450  -0.0935
38 N -2.6845 1.0458 -1.1083  -0.0129
39 C -2.6562 -1.2806 -1.7724  -0.5620
40 O -3.2372 -2.3069 -1.9199  0.1603
41 O -1.3517 -1.1707 -1.5904  -0.3684
42 H -2.2793 5.0268 0.4957  0.1852
43 H -4.9082 3.5595 -0.9352  0.1402
44 H -6.2586 1.7070 -2.2227  0.1258
45 H -5.3347 -0.5090 -2.4803  0.1548

Relative energy (zero: lowest compared OMol25 entry of this formula, charge and spin): 0.000 eV
Net charge: +2
Total energy: -69749.97363 eV
LUMO level: -6.830 eV



(5)
C15H20N13O5PPt | wB97M-V/def2-TZVPD

Last column: Mulliken spin population.
Element x y z (Å)
1 Pt -0.2002 -1.1498 0.0417  1.2658
2 N -1.7683 -4.4338 -0.2222  0.3347
3 C -2.0651 -3.5292 -1.2168  -0.0390
4 N -2.9105 -3.8110 -2.1953  0.0914
5 N -2.9068 -2.7202 -2.9499  0.0028
6 N -2.0888 -1.8206 -2.4400  0.0809
7 N -1.5406 -2.3154 -1.3393  0.1645
8 C -0.9348 -4.2625 0.8117  0.0429
9 N -0.7721 -5.1968 1.7746  0.1169
10 N 0.0677 -4.6685 2.6060  0.0599
11 N 0.4325 -3.4280 2.1800  0.2027
12 N -0.1802 -3.1779 1.0596  0.1285
13 H -2.2482 -5.3252 -0.2664  -0.0173
14 O 5.7759 1.2224 -0.9274  0.0739
15 C 4.6725 0.7868 -0.7822  -0.0599
16 C 3.7315 0.2748 -1.8956  -0.0725
17 O 3.8834 0.4134 -3.0773  0.1052
18 C 2.5592 -0.3653 -1.1981  0.1077
19 C 2.6768 -0.1278 0.2374  0.2542
20 O 1.8012 -0.4621 1.0607  0.3130
21 C 3.9268 0.6094 0.5505  -0.0139
22 O 4.2581 1.0275 1.6353  0.1585
23 O 1.5880 -0.9250 -1.7136  0.2916
24 C -0.7647 2.0936 -4.0585  0.0114
25 C -0.2551 0.8860 -3.2728  0.0099
26 P -0.7372 0.8520 -1.5074  0.2316
27 C 0.1478 2.3407 -0.8805  0.0253
28 C 0.1219 2.5306 0.6325  -0.0123
29 C -2.4969 1.3737 -1.4832  0.0265
30 C -3.2772 0.9349 -0.2469  0.0047
31 H -0.4256 2.0225 -5.0921  0.0010
32 H -0.3897 3.0360 -3.6588  -0.0004
33 H -1.8528 2.1390 -4.0750  -0.0001
34 H 0.8357 0.8425 -3.2911  0.0006
35 H -0.6148 -0.0425 -3.7170  0.0010
36 H -0.2895 3.2157 -1.3683  0.0019
37 H 1.1795 2.2744 -1.2424  -0.0073
38 H -0.8973 2.6365 1.0073  0.0010
39 H 0.6755 3.4271 0.9134  -0.0006
40 H 0.5688 1.6814 1.1503  0.0079
41 H -2.9552 0.9395 -2.3740  0.0010
42 H -2.5209 2.4605 -1.5944  0.0016
43 H -3.1656 -0.1338 -0.0678  -0.0008
44 H -4.3386 1.1470 -0.3798  -0.0011
45 H -2.9405 1.4462 0.6546  0.0007
46 N 1.7660 0.5236 3.7489  0.0010
47 C 0.6659 0.5974 4.4990  0.0018
48 N 0.7848 1.0351 5.7670  0.0000
49 N -0.5515 0.2823 4.1006  0.0044
50 C -0.8297 -0.0705 2.8877  0.0318
51 N -1.2159 -0.3521 1.8266  0.0656
52 H 2.6457 0.8921 4.0666  0.0008
53 H 1.7239 0.2064 2.7812  -0.0020
54 H 1.6823 1.1536 6.1977  0.0000
55 H -0.0371 1.0131 6.3432  0.0002

⟨S²⟩: 6.04
Multiplicity: 5
Net charge: 0
Total energy: -58019.12377 eV
LUMO level (alpha / beta): -0.805 / -3.442 eV